1.
DFT (the ωB97M-V functional and the def2-TZVPD basis) results for a molecular structure, C2F3NO4S2Sc at a distorted geometry.

energy = -62269.346 eV
relative energy (zero: lowest compared OMol25 entry of this formula, charge and spin) = 0.3118 eV
E_HOMO = -0.47414 Eh
total charge = +1
M = 268.11 Da

Each line ends with the Löwdin charge.
Cartesian coordinates (Å):
Sc: 0.5066 -0.4130 -1.7029  1.440
N: -1.6015 -0.8124 -1.0190  -0.361
S: -2.0526 -0.9771 -2.6900  0.951
O: -0.5252 -0.9141 -3.2486  -0.698
S: 0.7190 -0.2839 1.1622  1.063
O: 1.7011 -0.4831 0.0002  -0.544
O: -0.5204 0.5458 0.6208  -0.471
C: 1.5633 1.1730 1.9942  -0.759
F: 2.4811 0.6807 2.8118  0.158
F: 2.1374 1.9716 1.1193  0.168
F: 0.6737 1.8584 2.6827  0.174
O: -3.2364 0.2717 0.2980  0.248
C: -2.2179 -0.2052 -0.0809  -0.367

2.
DFT (the ωB97M-V functional and the def2-TZVPD basis) results for 2 unconnected molecules or ions with the total composition C2F3OP at a distorted geometry.

energy = -21557.620 eV
relative energy (zero: lowest compared OMol25 entry of this formula, charge and spin) = 3.4661 eV
E_HOMO (spin up / spin down) = -0.39432 / -0.40305 Eh
M = 127.99 Da

Each line ends with the Löwdin charge.
Cartesian coordinates (Å):
C: 1.1052 0.3768 0.0463  -0.443
C: -0.1193 -0.0612 0.2940  -0.084
O: -2.8150 -0.2008 -0.0703  -0.413
F: 1.3715 1.6608 -0.1608  0.148
F: 2.1978 -0.3200 0.0161  0.208
F: -0.0417 -2.1618 -0.1311  -0.296
P: -1.6984 0.7063 0.0058  0.879

3.
DFT (the ωB97M-V functional and the def2-TZVPD basis) results for 2 unconnected molecules or ions with the total composition C2F5N at a distorted geometry.

energy = -17142.800 eV
relative energy (zero: lowest compared OMol25 entry of this formula, charge and spin) = 8.4200 eV
E_HOMO (spin up / spin down) = -0.38150 / -0.37849 Eh
M = 133.02 Da

Each line ends with the Löwdin charge.
Cartesian coordinates (Å):
C: -0.4731 -0.3927 0.3474  -0.015
C: -1.5110 0.1513 -0.1960  -0.351
N: 1.8396 0.6497 -0.1264  0.033
F: -0.1183 -1.6336 0.4893  0.108
F: -2.7441 -0.4690 -0.2194  0.084
F: -1.6443 1.4382 -0.4156  0.137
F: 2.0562 -0.4392 -0.8359  -0.003
F: 2.5951 0.6954 0.9566  0.008

4.
DFT (the ωB97M-V functional and the def2-TZVPD basis) results for a molecular structure, C2F6HgNO3S2 at a distorted geometry.

energy = -51854.098 eV
relative energy (zero: lowest compared OMol25 entry of this formula, charge and spin) = 0.0000 eV
E_HOMO (spin up / spin down) = -0.33894 / -0.40096 Eh
2S+1 = 2
expectation value of S² = 0.75
M = 464.74 Da

Each line ends with the Löwdin spin population.
Cartesian coordinates (Å):
N: 0.4164 -0.6098 0.0714  0.130
S: 1.2728 0.0885 -1.1739  0.032
O: 2.5843 -0.6818 -1.0406  0.109
C: 1.6683 1.6669 -0.2357  0.000
F: 2.4413 1.4195 0.8034  0.003
F: 0.5389 2.2215 0.1659  0.000
F: 2.2975 2.4789 -1.0699  0.000
S: -1.0352 -1.2442 -0.2445  0.031
O: -1.0596 -2.4899 0.5278  0.034
O: -1.4265 -1.1957 -1.6475  0.003
C: -2.1932 -0.0773 0.6400  0.003
F: -1.7632 0.1388 1.8684  0.001
F: -2.2545 1.0670 -0.0152  0.000
F: -3.3876 -0.6409 0.6792  0.001
Hg: 1.9003 -2.1416 0.6712  0.655

5.
DFT (the ωB97M-V functional and the def2-TZVPD basis) results for a molecular structure, C2F6KO6S2 at a distorted geometry.

energy = -68663.050 eV
relative energy (zero: lowest compared OMol25 entry of this formula, charge and spin) = 1.2995 eV
E_HOMO = -0.23196 Eh
total charge = -1
M = 337.24 Da

Each line ends with the Löwdin charge.
Cartesian coordinates (Å):
K: 0.1135 1.1294 2.8479  0.908
C: -3.7858 -0.4575 -0.0300  -0.636
F: -3.5419 -1.6974 -0.5955  0.071
F: -4.7722 0.1424 -0.6595  0.145
F: -4.1105 -0.5493 1.2565  0.107
S: -2.1388 0.5393 -0.1350  0.472
O: -2.6381 1.7965 0.3936  -0.361
O: -1.0082 -0.0914 0.5826  -0.416
O: -1.8744 0.5758 -1.5556  -0.328
C: 2.9695 -0.3321 -1.2198  -0.672
F: 3.2691 0.8298 -1.8302  0.110
F: 1.7827 -0.6662 -1.6125  0.162
F: 3.7476 -1.3541 -1.5301  0.136
S: 2.9848 -0.0062 0.7351  0.522
O: 4.4157 0.3698 1.0418  -0.390
O: 2.0269 1.0584 0.9585  -0.453
O: 2.5601 -1.2872 1.3521  -0.376

6.
DFT (the ωB97M-V functional and the def2-TZVPD basis) results for a molecular structure, C2F6NNdO3S2 at a distorted geometry.

energy = -62946.115 eV
E_HOMO (spin up / spin down) = -0.48222 / -0.51419 Eh
2S+1 = 5
total charge = +1
expectation value of S² = 6.06
M = 408.39 Da

Each line ends with the Löwdin spin population.
Cartesian coordinates (Å):
O: 1.9089 2.3230 -0.7491  0.651
Nd: 0.6959 2.3474 1.2628  2.991
N: -0.0648 -0.6253 0.3987  0.180
S: 1.4019 0.1466 -0.9416  0.113
C: 2.8532 -0.7678 -0.2539  0.010
F: 2.8110 -2.0260 -0.6692  0.014
F: 2.9193 -0.7702 1.0669  0.001
F: 3.9624 -0.1970 -0.7156  -0.005
S: -1.4705 -0.1897 0.8686  0.016
O: -1.4706 1.2623 1.3227  -0.006
O: -2.1488 -1.0919 1.7995  0.037
C: -2.6374 -0.1135 -0.5878  -0.001
F: -2.2361 0.7962 -1.4605  0.000
F: -2.6732 -1.2991 -1.1734  0.000
F: -3.8511 0.2050 -0.1680  0.000